[1]
Computed, not measured: a cluster of 3 separate species, C29H53BN4O10 in total in a non-equilibrium geometry, with the ωB97M-V functional and the def2-TZVPD basis.

Each atom is followed by the atoms it is bonded to, with distances in Å.
CARTESIAN COORDINATES (ANGSTROEM)
1 C 4.24716 1.09443 3.87668  C2 1.523, H35 1.093, H36 1.092, H37 1.094
2 C 3.43834 0.37964 4.95140  C1 1.523, O3 1.431, H38 1.090, H39 1.093
3 O 2.02512 0.55774 4.81442  C2 1.431, C4 1.383
4 C 1.44620 -0.41781 4.02246  O3 1.383, O5 1.436, C8 1.567, H40 1.101
5 O 1.29985 -1.69081 4.67053  C4 1.436, N6 1.401
6 N 1.19316 -1.60028 6.06491  O5 1.401, O7 1.171
7 O 0.84723 -2.63234 6.49666  N6 1.171
8 C 0.09965 0.07959 3.39527  C4 1.567, C9 1.547, C17 1.560, O25 1.404
9 C -0.21517 -0.76788 2.13973  C8 1.547, C10 1.528, H41 1.091, H42 1.094
10 C -0.59419 -2.22711 2.38726  C9 1.528, C11 1.549, H43 1.088, H44 1.091
11 C -1.00653 -2.91050 1.05920  C10 1.549, C12 1.545, H45 1.091, H46 1.091
12 C -1.69572 -4.25407 1.38840  C11 1.545, O13 1.443, H47 1.089, H48 1.093
13 O -2.96422 -4.40678 0.71793  C12 1.443, C14 1.364
14 C -3.98711 -3.75597 1.34329  O13 1.364, C15 1.516, O16 1.215
15 C -4.68077 -2.71660 0.48578  C14 1.516, H49 1.091, H50 1.093, H51 1.086
16 O -4.32438 -3.95647 2.49326  C14 1.215
17 C -1.03635 -0.06674 4.45370  C8 1.560, C18 1.510, H52 1.096, H53 1.086
18 C -2.32898 0.51706 3.93650  C17 1.510, C19 1.376, C24 1.368
19 C -3.32306 -0.27549 3.41096  C18 1.376, C20 1.370, H54 1.083
20 C -4.46787 0.29408 2.91887  C19 1.370, C21 1.367, H55 1.086
21 C -4.69437 1.64170 2.92317  C20 1.367, C22 1.514, C23 1.376
22 C -5.95968 2.22280 2.32936  C21 1.514, H56 1.089, H57 1.090, H58 1.093
23 C -3.71418 2.43369 3.47547  C21 1.376, C24 1.367, H59 1.084
24 C -2.57290 1.86302 3.96704  C18 1.368, C23 1.367, H60 1.086
25 O 0.17537 1.46114 3.15442  C8 1.404, C26 1.430
26 C 1.00024 1.87201 2.06094  O25 1.430, C27 1.572, B32 1.606, H61 1.093
27 C 0.13860 2.20148 0.78830  C26 1.572, C28 1.551, H62 1.093, H63 1.090
28 C 0.46574 1.29119 -0.42348  C27 1.551, C29 1.535, H64 1.095, H65 1.088
29 C 0.96561 2.08584 -1.63750  C28 1.535, C30 1.529, H66 1.096, H67 1.095
30 C 0.88947 1.27327 -2.93044  C29 1.529, N31 1.474, H68 1.097, H69 1.083
31 N 1.50066 -0.06099 -2.79653  C30 1.474, H70 1.011, H71 1.012
32 B 1.66940 3.25516 2.52713  C26 1.606, O33 1.390, O34 1.378
33 O 1.55914 3.65810 3.85305  B32 1.390, H72 0.961
34 O 2.31187 4.09773 1.64635  B32 1.378, H73 0.967
35 H 3.96060 0.80598 2.86218  C1 1.093
36 H 5.30872 0.86970 3.99668  C1 1.092
37 H 4.15367 2.18361 3.91802  C1 1.094
38 H 3.71558 0.78867 5.92257  C2 1.090
39 H 3.67006 -0.68726 4.89017  C2 1.093
40 H 2.12228 -0.59971 3.17272  C4 1.101
41 H -1.01700 -0.28037 1.58341  C9 1.091
42 H 0.70025 -0.79265 1.54117  C9 1.094
43 H -1.42305 -2.36946 3.07763  C10 1.088
44 H 0.24799 -2.81179 2.76160  C10 1.091
45 H -0.11505 -3.14734 0.47706  C11 1.091
46 H -1.69215 -2.28793 0.48188  C11 1.091
47 H -1.07690 -5.10019 1.09433  C12 1.089
48 H -1.87206 -4.35695 2.46237  C12 1.093
49 H -4.73264 -3.02572 -0.55914  C15 1.091
50 H -4.07452 -1.80758 0.51425  C15 1.093
51 H -5.67802 -2.54559 0.88076  C15 1.086
52 H -0.71634 0.55640 5.29722  C17 1.096
53 H -1.14559 -1.08848 4.80498  C17 1.086
54 H -3.22601 -1.35385 3.37770  C19 1.083
55 H -5.22967 -0.34738 2.48470  C20 1.086
56 H -6.52248 1.43082 1.83768  C22 1.089
57 H -6.52687 2.72949 3.10994  C22 1.090
58 H -5.66682 2.94983 1.56784  C22 1.093
59 H -3.82226 3.51212 3.50876  C23 1.084
60 H -1.80329 2.51373 4.37090  C24 1.086
61 H 1.75227 1.13444 1.76825  C26 1.093
62 H -0.89862 2.03321 1.08978  C27 1.093
63 H 0.23812 3.24820 0.50248  C27 1.090
64 H -0.44026 0.76526 -0.74079  C28 1.095
65 H 1.24342 0.56460 -0.19568  C28 1.088
66 H 0.36686 2.99357 -1.77388  C29 1.096
67 H 2.00902 2.38845 -1.49847  C29 1.095
68 H 1.44203 1.80166 -3.71726  C30 1.097
69 H -0.12003 1.15946 -3.30556  C30 1.083
70 H 0.95180 -0.75695 -3.28222  N31 1.011
71 H 2.43228 -0.06857 -3.19210  N31 1.012
72 H 2.19590 3.20237 4.41086  O33 0.961
73 H 2.01200 4.99160 1.86140  O34 0.967
74 C 5.24028 -0.71702 -7.05568  N75 1.451, H79 1.091, H80 1.092, H81 1.085
75 N 4.61905 -0.22910 -5.83888  C74 1.451, C76 1.359, H82 1.009
76 C 5.20331 0.02812 -4.63872  N75 1.359, C77 1.509, O78 1.221
77 C 6.68831 -0.21131 -4.51539  C76 1.509, H83 1.086, H84 1.091, H85 1.091
78 O 4.53311 0.43871 -3.70495  C76 1.221
79 H 5.08581 0.00897 -7.85584  C74 1.091
80 H 4.77314 -1.65959 -7.34677  C74 1.092
81 H 6.30472 -0.87559 -6.92150  C74 1.085
82 H 3.62708 -0.04580 -5.84878  N75 1.009
83 H 6.99932 0.03905 -3.50577  C77 1.086
84 H 6.92260 -1.25996 -4.70270  C77 1.091
85 H 7.23636 0.42002 -5.21586  C77 1.091
86 C -3.68654 -0.54390 -6.55543  N87 1.451, H91 1.091, H92 1.091, H93 1.084
87 N -2.61555 0.14886 -5.86285  C86 1.451, C88 1.359, H94 1.008
88 C -1.27460 0.01168 -6.03301  N87 1.359, C89 1.510, O90 1.222
89 C -0.79934 -0.98020 -7.06769  C88 1.510, H95 1.086, H96 1.091, H97 1.091
90 O -0.49647 0.67459 -5.36391  C88 1.222
91 H -4.32005 0.18616 -7.06184  C86 1.091
92 H -4.29394 -1.08664 -5.82931  C86 1.091
93 H -3.29813 -1.24415 -7.28678  C86 1.084
94 H -2.86255 0.82606 -5.15832  N87 1.008
95 H 0.28640 -0.97410 -7.08395  C89 1.086
96 H -1.13848 -1.98616 -6.81722  C89 1.091
97 H -1.16441 -0.70390 -8.05757  C89 1.091

Values from the calculation:
**Highest occupied orbital energy**: -8.153 eV
**HOMO-LUMO gap**: 0.3144 hartree
**SMILES**: CCO[C@@H](ON=O)[C@@](CCCCOC(C)=O)(Cc1ccc(C)cc1)O[C@@H](CCCCN)B(O)O.CNC(C)=O.CNC(C)=O
**Lowest unoccupied orbital energy**: 0.40 eV

[2]
Computed, not measured: a cluster of 8 separate species, C29H54Br14F3IO3P2S2 in total in a non-equilibrium geometry, with the ωB97M-V functional and the def2-TZVPD basis.

Each atom is followed by the atoms it is bonded to, with distances in Å.
CARTESIAN COORDINATES (ANGSTROEM)
1 C 5.11239 -2.15237 1.99866  C2 1.522, H27 1.086, H28 1.087, H29 1.090
2 C 4.45840 -0.91536 2.59624  C1 1.522, O3 1.437, H30 1.090, H31 1.088
3 O 3.85351 -0.10205 1.57761  C2 1.437, C4 1.392
4 C 2.74789 0.66008 1.94398  O3 1.392, P5 1.909, C7 1.513, C16 1.570
5 P 3.56798 2.03897 2.97830  C4 1.909, S6 1.947, H32 1.391, H33 1.395
6 S 4.30451 1.68476 4.74531  P5 1.947
7 C 2.30338 1.57662 0.82480  C4 1.513, O8 1.215, O9 1.402
8 O 2.85366 1.90752 -0.20638  C7 1.215
9 O 1.06433 2.07229 1.25416  C7 1.402, C10 1.411
10 C 0.34606 0.89156 1.53884  O9 1.411, I11 2.309, P12 1.871, C16 1.594
11 I -0.26922 0.31667 -0.61117  C10 2.309
12 P -1.23614 1.27498 2.46136  C10 1.871, C13 1.815, C14 1.848
13 C -2.09500 2.38990 1.31475  P12 1.815, H34 1.086, H35 1.087, H36 1.086
14 C -2.24208 -0.27507 2.47652  P12 1.848, C15 1.528, H37 1.088, H38 1.094
15 C -3.09706 -0.67006 1.27362  C14 1.528, H39 1.086, H40 1.085, H41 1.093
16 C 1.38931 -0.03703 2.30786  C4 1.570, C10 1.594, C17 1.573, C21 1.576
17 C 1.29147 -1.51403 1.77478  C16 1.573, C18 1.538, H42 1.094, H43 1.090
18 C 2.14735 -2.04889 0.61422  C17 1.538, C19 1.535, H44 1.083, H45 1.087
19 C 1.40195 -3.13507 -0.17405  C18 1.535, S20 1.803, H46 1.087, H47 1.092
20 S 2.01142 -3.35402 -1.85697  C19 1.803, H48 1.333
21 C 1.04630 -0.26547 3.82924  C16 1.576, C22 1.553, H49 1.090, H50 1.091
22 C 0.90687 0.67727 5.05565  C21 1.553, C23 1.512, H51 1.085, H52 1.095
23 C 0.37239 2.09066 5.11876  C22 1.512, F24 1.366, F25 1.363, F26 1.358
24 F 0.94895 2.73852 6.17451  C23 1.366
25 F -0.97205 2.16855 5.33124  C23 1.363
26 F 0.64343 2.84266 4.02079  C23 1.358
27 H 4.50453 -3.03366 2.17847  C1 1.086
28 H 5.27905 -2.03028 0.93121  C1 1.087
29 H 6.06911 -2.31272 2.49660  C1 1.090
30 H 5.21958 -0.31239 3.09219  C2 1.090
31 H 3.74060 -1.18779 3.36775  C2 1.088
32 H 2.77400 3.17475 2.85250  P5 1.391
33 H 4.58163 2.29550 2.05430  P5 1.395
34 H -2.75654 2.99277 1.92896  C13 1.086
35 H -1.35933 3.04317 0.85148  C13 1.087
36 H -2.69346 1.87647 0.56762  C13 1.086
37 H -1.63174 -1.12323 2.78096  C14 1.088
38 H -2.90926 -0.08446 3.32243  C14 1.094
39 H -3.74688 0.12868 0.93002  C15 1.086
40 H -2.50950 -1.04695 0.44295  C15 1.085
41 H -3.76106 -1.48386 1.57519  C15 1.093
42 H 1.50074 -2.17296 2.62308  C17 1.094
43 H 0.23937 -1.68244 1.54645  C17 1.090
44 H 3.03627 -2.51680 1.02010  C18 1.083
45 H 2.47572 -1.26777 -0.06609  C18 1.087
46 H 0.33738 -2.91961 -0.20794  C19 1.087
47 H 1.53250 -4.11235 0.29535  C19 1.092
48 H 2.47304 -2.12175 -2.07209  S20 1.333
49 H 0.14595 -0.87884 3.80133  C21 1.090
50 H 1.83433 -0.94804 4.15092  C21 1.091
51 H 1.86776 0.72742 5.55601  C22 1.085
52 H 0.25979 0.14674 5.76153  C22 1.095
53 Br -2.75097 1.14453 -4.64349  C54 1.949
54 C -1.12327 2.00966 -4.00923  Br53 1.949, C55 1.503, H57 1.084, H58 1.086
55 C 0.05865 1.72927 -4.89477  C54 1.503, Br56 1.948, H59 1.087, H60 1.082
56 Br 0.70631 -0.09096 -4.64346  C55 1.948
57 H -0.96163 1.64898 -2.99950  C54 1.084
58 H -1.36076 3.06896 -3.97697  C54 1.086
59 H 0.88497 2.38127 -4.62230  C55 1.087
60 H -0.16336 1.84761 -5.94736  C55 1.082
61 Br -5.27585 1.24980 -1.30339  C62 1.945
62 C -6.70997 0.09497 -1.93077  Br61 1.945, C63 1.507, H65 1.085, H66 1.087
63 C -7.31371 -0.72812 -0.82193  C62 1.507, Br64 1.945, H67 1.087, H68 1.084
64 Br -6.16436 -2.20511 -0.29107  C63 1.945
65 H -6.28900 -0.52301 -2.71635  C62 1.085
66 H -7.45699 0.76292 -2.35192  C62 1.087
67 H -8.24113 -1.18558 -1.15696  C63 1.087
68 H -7.49970 -0.13881 0.06916  C63 1.084
69 Br 2.05167 -7.46039 -0.84371  C70 1.943
70 C 2.34840 -7.57546 -2.76028  Br69 1.943, C71 1.505, H73 1.085, H74 1.087
71 C 3.79191 -7.83964 -3.09589  C70 1.505, Br72 1.941, H75 1.087, H76 1.084
72 Br 4.89997 -6.26422 -2.85258  C71 1.941
73 H 1.99095 -6.64221 -3.18316  C70 1.085
74 H 1.72652 -8.39775 -3.10526  C70 1.087
75 H 3.88553 -8.10827 -4.14523  C71 1.087
76 H 4.22006 -8.62286 -2.48014  C71 1.084
77 Br 3.04146 -5.41929 2.70811  C78 1.943
78 C 4.55382 -6.37348 3.46714  Br77 1.943, C79 1.504, H81 1.085, H82 1.087
79 C 4.53155 -6.34228 4.97098  C78 1.504, Br80 1.944, H83 1.087, H84 1.084
80 Br 5.02803 -4.59402 5.66243  C79 1.944
81 H 5.44588 -5.90931 3.06038  C78 1.085
82 H 4.47419 -7.39396 3.10146  C78 1.087
83 H 5.25904 -7.04186 5.37455  C79 1.087
84 H 3.54825 -6.56567 5.36965  C79 1.084
85 Br -3.74184 5.67086 -5.86388  C86 1.942
86 C -4.83401 4.84930 -4.48427  Br85 1.942, C87 1.505, H89 1.086, H90 1.087
87 C -4.57827 5.42450 -3.11753  C86 1.505, Br88 1.943, H91 1.087, H92 1.084
88 Br -2.90214 4.79775 -2.36072  C87 1.943
89 H -4.63000 3.78343 -4.52288  C86 1.086
90 H -5.86413 5.03533 -4.77820  C86 1.087
91 H -5.34920 5.09078 -2.42712  C87 1.087
92 H -4.53396 6.50786 -3.11993  C87 1.084
93 Br -2.55039 5.57970 2.98376  C94 1.944
94 C -0.83562 5.66020 3.89523  Br93 1.944, C95 1.503, H97 1.082, H98 1.087
95 C 0.10271 6.64294 3.25273  C94 1.503, Br96 1.946, H99 1.087, H100 1.084
96 Br 0.81810 5.94701 1.58196  C95 1.946
97 H -0.43730 4.65393 3.88033  C94 1.082
98 H -1.05905 5.94815 4.91945  C94 1.087
99 H 0.96282 6.81542 3.89478  C95 1.087
100 H -0.37807 7.58690 3.02090  C95 1.084
101 Br -4.59376 2.72383 -9.57563  C102 1.944
102 C -2.90565 1.76386 -9.66804  Br101 1.944, C103 1.504, H105 1.084, H106 1.087
103 C -2.16675 1.80293 -8.35835  C102 1.504, Br104 1.945, H107 1.088, H108 1.085
104 Br -1.37238 3.54653 -8.02447  C103 1.945
105 H -2.33651 2.21377 -10.47404  C102 1.084
106 H -3.15972 0.73898 -9.92588  C102 1.087
107 H -1.34147 1.09416 -8.36754  C103 1.088
108 H -2.81351 1.59489 -7.51271  C103 1.085

Values from the calculation:
**Highest occupied orbital energy**: -8.172 eV
**HOMO-LUMO gap**: 0.3063 hartree
**SMILES**: CCO[C@@]1([PH2]=S)C(=O)O[C@](I)(P(C)CC)[C@]1(CCCS)CCC(F)(F)F.BrCCBr.BrCCBr.BrCCBr.BrCCBr.BrCCBr.BrCCBr.BrCCBr
**Lowest unoccupied orbital energy**: 0.16 eV